The following is a quantum chemistry calculation of C35H45CeOP3 as an isolated structure, from the OMol25 dataset.

The spin multiplicity is 2. The orbital gap (alpha / beta) comes out at 6.51 / 6.51 eV. For the LUMO energy (alpha / beta), the calculation gives -2.711 / -2.689 eV. As for the expectation value of S²: 0.75. As for the total charge: +1. Its relative energy (zero: lowest compared OMol25 entry of this formula, charge and spin) is 62.3 kJ/mol.

Last column: Mulliken charge in e.
Geometry (Å):
Ce (0.031, 0.727, -0.770)  0.5269
C (1.595, 2.689, 3.114)  -1.0547
C (0.962, 1.705, 4.085)  0.6828
C (0.574, 2.158, 5.302)  -0.7550
C (0.248, 1.261, 6.332)  -0.5507
C (0.309, -0.113, 6.108)  -0.8711
C (0.440, -0.556, 4.818)  -0.2273
C (0.748, 0.354, 3.777)  0.5757
P (0.902, -0.188, 2.042)  1.2819
C (0.154, -1.841, 2.046)  1.2808
C (-1.097, -1.797, 2.683)  -1.1753
C (-1.799, -2.923, 2.873)  -0.8460
C (-1.185, -4.123, 2.445)  -0.9145
C (-0.035, -4.231, 1.797)  -0.9477
C (0.717, -3.036, 1.598)  0.6957
C (2.086, -3.279, 1.000)  -0.7146
C (2.713, -0.507, 1.802)  0.1661
C (3.458, -1.074, 2.809)  -0.4661
C (4.821, -1.324, 2.559)  -0.6159
C (5.371, -1.101, 1.318)  -0.5925
C (4.581, -0.540, 0.309)  -0.5897
C (3.282, -0.119, 0.573)  0.6054
C (2.555, 0.693, -0.319)  -1.8025
H (0.924, 3.574, 2.956)  0.2642
H (1.904, 2.219, 2.149)  -0.0763
H (2.522, 3.081, 3.548)  0.4565
H (0.545, 3.254, 5.575)  0.3544
H (0.104, 1.624, 7.391)  0.3065
H (0.175, -0.782, 7.003)  0.3621
H (0.403, -1.638, 4.573)  0.3824
H (-1.453, -0.792, 3.083)  0.3372
H (-2.791, -2.921, 3.379)  0.4390
H (-1.744, -5.015, 2.668)  0.3632
H (0.374, -5.173, 1.377)  0.3663
H (2.088, -4.298, 0.566)  0.4831
H (2.938, -3.115, 1.695)  0.1520
H (2.264, -2.603, 0.056)  -0.0707
H (2.913, -1.505, 3.639)  0.4261
H (5.430, -1.813, 3.320)  0.3652
H (6.396, -1.376, 1.045)  0.3937
H (4.981, -0.461, -0.718)  0.3394
H (2.786, 0.829, -1.386)  0.6444
H (2.246, 1.652, 0.166)  0.4752
C (1.638, 0.657, -4.798)  -1.3325
P (0.125, 0.686, -3.707)  1.0640
C (-0.471, 2.412, -4.067)  -1.4780
C (-1.227, -0.248, -4.472)  0.3683
C (-1.839, 0.227, -5.649)  -0.6402
C (-3.082, -0.248, -6.022)  -0.7693
C (-3.704, -1.249, -5.276)  -0.7207
C (-3.055, -1.791, -4.144)  -0.5862
C (-1.877, -1.257, -3.679)  0.0929
P (-1.192, -1.704, -2.067)  1.3377
C (-0.314, -3.252, -2.591)  -1.2402
C (-2.651, -2.303, -1.140)  -1.2505
H (2.339, 1.400, -4.474)  0.4477
H (1.309, 0.788, -5.869)  0.3750
H (2.093, -0.332, -4.705)  0.3882
H (-1.515, 2.513, -3.750)  0.4079
H (-0.341, 2.730, -5.120)  0.4978
H (0.117, 3.108, -3.387)  0.3923
H (-1.391, 1.077, -6.158)  0.3277
H (-3.624, 0.114, -6.948)  0.3268
H (-4.675, -1.651, -5.615)  0.3887
H (-3.461, -2.693, -3.653)  0.3145
H (0.688, -3.300, -2.101)  0.2498
H (-0.128, -3.261, -3.691)  0.4108
H (-0.859, -4.167, -2.253)  0.3962
H (-3.231, -2.984, -1.752)  0.4773
H (-3.233, -1.347, -0.930)  0.3228
H (-2.500, -2.824, -0.148)  0.1615
C (-1.900, 4.667, -1.191)  -1.7507
C (-1.726, 3.450, -0.295)  1.7028
C (-2.928, 2.516, -0.321)  -1.4599
C (-1.450, 3.963, 1.123)  -1.3619
O (-0.504, 2.734, -0.704)  -0.4415
H (-2.703, 5.325, -0.781)  0.3910
H (-2.185, 4.300, -2.160)  0.3783
H (-0.993, 5.236, -1.226)  0.4165
H (-3.854, 3.050, -0.106)  0.5154
H (-2.846, 1.677, 0.402)  0.2659
H (-3.019, 2.108, -1.347)  0.2567
H (-2.422, 4.369, 1.500)  0.4471
H (-0.723, 4.789, 1.157)  0.3952
H (-1.116, 3.137, 1.728)  0.0591